## a
{
  "formula": "C7H11N2O2S",
  "method": "the ωB97M-V functional and the def2-TZVPD basis",
  "elements": ["C", "C", "C", "N", "C", "N", "S", "O", "O", "C", "C", "C", "H", "H", "H", "H", "H", "H", "H", "H", "H", "H", "H"],
  "coordinates": [[-3.0751, 2.0683, 0.1304], [-1.8661, 1.2334, -0.0273], [-1.8752, -0.1205, -0.1294], [-0.5877, -0.5122, -0.1174], [0.1727, 0.6003, -0.2052], [-0.5666, 1.6648, 0.0486], [2.3824, 0.5929, 0.2099], [2.3987, 1.3369, 1.4252], [3.0013, 1.0766, -0.9934], [2.5324, -1.1762, 0.4868], [1.5499, -1.7872, -0.5182], [0.0382, -1.8220, -0.2233], [-3.8821, 1.7687, -0.5403], [-3.4236, 1.9926, 1.1431], [-2.8985, 3.1304, -0.1139], [-2.6657, -0.7543, 0.1531], [-0.1740, 2.6027, 0.0228], [2.2400, -1.2846, 1.5360], [3.5008, -1.6099, 0.1463], [1.7401, -2.9491, -0.6292], [1.7876, -1.2181, -1.4218], [-0.2033, -2.4335, -1.0623], [-0.1264, -2.4000, 0.6795]],
  "homo_lumo_gap_ev": 9.45,
  "e_homo_ev": -13.53,
  "e_lumo_ha": -0.1498,
  "total_charge": 1
}


## b
{
  "formula": "C7H11N2O2S",
  "method": "the ωB97M-V functional and the def2-TZVPD basis",
  "elements": ["C", "C", "C", "C", "C", "C", "C", "N", "N", "O", "O", "S", "H", "H", "H", "H", "H", "H", "H", "H", "H", "H", "H"],
  "coordinates": [[0.2093, 0.2701, -2.4673], [-0.5334, 1.3313, -2.1394], [0.0913, -0.2048, -0.1606], [1.4357, -0.0804, 0.9728], [-3.4251, -0.5860, 1.3546], [3.7257, 0.4403, 0.7915], [-1.4520, -0.5646, -0.0913], [0.6129, -0.5338, -1.4362], [-2.0247, -0.8121, 1.0742], [1.3041, -0.2390, 2.1374], [2.4313, 0.2173, 0.2065], [-0.8013, 1.4343, -0.4004], [0.5155, 0.0222, -3.4691], [-0.9416, 2.0909, -2.7727], [-3.5980, 0.4538, 1.6443], [-4.0263, -0.8181, 0.4791], [-3.7274, -1.2286, 2.1787], [4.4344, 0.3402, -0.0276], [3.9278, -0.2932, 1.5710], [3.7734, 1.4466, 1.2089], [-1.9374, -0.8025, -1.0232], [-1.4279, -0.7766, 1.8936], [1.4337, -1.1073, -1.5249]],
  "homo_lumo_gap_ev": [8.58, 8.58],
  "e_homo_ev": [-11.85, -11.85],
  "e_lumo_ha": [-0.1202, -0.1202],
  "total_charge": 1
}


Short version: b is the most stable of them.


## a
{
  "formula": "C4H8FP",
  "method": "the ωB97M-V functional and the def2-TZVPD basis",
  "elements": ["C", "C", "C", "F", "P", "C", "H", "H", "H", "H", "H", "H", "H", "H"],
  "coordinates": [[1.0774, -1.8300, -0.7671], [0.6623, -0.5106, -1.3218], [-0.0699, 0.3948, -0.1785], [-0.5888, 1.5806, -0.6129], [-0.3973, 0.0148, 1.3707], [-1.2604, 1.5845, 1.8231], [1.9060, -1.8009, -0.1471], [1.2060, -2.4619, -1.6082], [0.3176, -2.3678, -0.2121], [-0.0085, -0.5579, -2.2573], [1.5638, 0.0224, -1.7577], [-1.5166, 1.7696, 2.9950], [-0.6718, 2.3770, 1.3792], [-2.2198, 1.7856, 1.2948]],
  "homo_lumo_gap_ev": 9.91,
  "e_homo_ev": -9.04,
  "e_lumo_ha": 0.0321
}


## b
{
  "formula": "C4H8FP",
  "method": "the ωB97M-V functional and the def2-TZVPD basis",
  "elements": ["C", "C", "C", "F", "P", "C", "H", "H", "H", "H", "H", "H", "H", "H"],
  "coordinates": [[-1.6813, -1.2909, -0.7423], [-1.2719, 0.1793, -0.9043], [0.0606, 0.4106, -0.3084], [1.1018, -0.1019, -0.9969], [0.3908, 1.1237, 1.3638], [2.2216, 0.8787, 1.4869], [-0.9659, -1.9412, -1.2427], [-2.6659, -1.4614, -1.1683], [-1.7070, -1.5555, 0.3143], [-1.9966, 0.8256, -0.4091], [-1.2379, 0.4258, -1.9706], [2.4621, -0.1821, 1.5250], [2.7323, 1.3380, 0.6424], [2.5574, 1.3511, 2.4102]],
  "homo_lumo_gap_ev": 8.60,
  "e_homo_ev": -8.24,
  "e_lumo_ha": 0.0133
}


Short version: b is the most stable of them.


## a
{
  "formula": "C3H5NO3",
  "method": "the ωB97M-V functional and the def2-TZVPD basis",
  "elements": ["N", "C", "O", "C", "O", "C", "O", "H", "H", "H", "H", "H"],
  "coordinates": [[0.8267, -0.3264, 1.3930], [-0.4066, 0.2019, 1.1913], [-0.9773, 0.9170, 1.9939], [-1.0943, -0.1871, -0.1266], [-0.6128, 0.5830, -1.2456], [0.5906, 0.3059, -1.7379], [1.3459, -0.5534, -1.3516], [1.3154, -0.7899, 0.6392], [1.3498, 0.0184, 2.1839], [-1.0062, -1.2576, -0.3387], [-2.1409, 0.0979, -0.0323], [0.8096, 0.9902, -2.5685]],
  "homo_lumo_gap_ev": 10.88,
  "e_homo_ev": -10.08,
  "e_lumo_ha": 0.0294
}


## b
{
  "formula": "C3H5NO3",
  "method": "the ωB97M-V functional and the def2-TZVPD basis",
  "elements": ["N", "C", "O", "C", "O", "C", "O", "H", "H", "H", "H", "H"],
  "coordinates": [[-1.0572, -1.2116, 0.0671], [-0.8309, -0.1941, 0.9196], [-1.4518, 0.0023, 1.9506], [0.2571, 0.8479, 0.6138], [1.3655, 0.6561, -0.2953], [1.3055, 0.2031, -1.5392], [0.3863, -0.3491, -2.0958], [-0.6729, -1.1721, -0.8698], [-1.8651, -1.7859, 0.2577], [-0.2580, 1.7725, 0.3355], [0.7520, 1.0181, 1.5690], [2.2689, 0.3885, -2.0325]],
  "homo_lumo_gap_ev": 10.80,
  "e_homo_ev": -10.10,
  "e_lumo_ha": 0.0258
}


Short version: a is the most stable of them.


## a
{
  "formula": "C3H5NO3",
  "method": "the ωB97M-V functional and the def2-TZVPD basis",
  "elements": ["C", "C", "N", "O", "H", "H", "H", "O", "C", "O", "H", "H"],
  "coordinates": [[1.2046, -1.1926, 0.1289], [0.5177, 0.0891, -0.1099], [-0.4899, 0.6963, -0.2437], [-1.4268, 1.3911, -0.4972], [1.9325, -1.2367, 0.9538], [1.8919, -1.2591, -0.7431], [0.3573, -1.9377, 0.1055], [-2.6150, -1.1315, -0.5178], [-3.0563, -0.5034, 0.3968], [-3.9604, 0.4916, 0.2276], [-2.8403, -0.6148, 1.4028], [-4.2175, 0.5617, -0.7413]],
  "homo_lumo_gap_ev": 10.13,
  "e_homo_ev": -9.47,
  "e_lumo_ha": 0.0244
}


## b
{
  "formula": "C3H5NO3",
  "method": "the ωB97M-V functional and the def2-TZVPD basis",
  "elements": ["N", "C", "O", "C", "O", "C", "O", "H", "H", "H", "H", "H"],
  "coordinates": [[-0.8855, 0.9105, 0.4516], [-0.5801, -0.3896, 0.8337], [-0.6183, -0.7800, 1.9729], [-0.1008, -1.2138, -0.3771], [0.4589, -0.2700, -1.2987], [1.2107, 0.6407, -0.6236], [1.7521, 0.4253, 0.4273], [-0.8166, 1.6379, 1.1413], [-1.3586, 1.1126, -0.4123], [0.6317, -1.9627, -0.0666], [-0.9416, -1.7029, -0.8783], [1.2480, 1.5918, -1.1701]],
  "homo_lumo_gap_ev": 10.88,
  "e_homo_ev": -10.18,
  "e_lumo_ha": 0.0257
}


Short version: b is the most stable of them.